This record from the OMol25 dataset describes a 2-piece molecular cluster, C9H10N6O4 overall in a non-equilibrium geometry. The level of theory is ωB97M-V/def2-TZVPD.

XYZ file:
```
29
Properties=species:S:1:pos:R:3:forces:R:3:mulliken_charge:R:1
N -3.635978 -1.037196 1.126723 2.106 1.034 0.139 -0.512
C -2.582257 -0.532644 1.189777 -1.773 -0.823 -0.140 -0.078
C -1.275471 0.068690 1.244847 1.459 -0.974 0.190 0.059
C -0.129423 -0.750627 1.105012 -1.220 -0.260 0.177 -0.002
C 1.128245 -0.163099 1.276388 1.429 -0.448 -0.261 0.410
N 2.393469 -0.745855 1.254507 -0.961 0.768 0.167 0.803
O 2.789838 -1.895185 1.142500 -0.307 1.242 0.112 -0.663
O 3.303790 0.328941 1.432602 -0.875 -0.808 -0.182 -0.181
N 2.644133 1.536931 1.519848 -2.019 -0.944 -0.233 -0.557
C 1.322083 1.217384 1.419843 1.692 1.780 0.209 0.841
C 0.148228 2.073065 1.444353 -0.882 -1.293 -0.069 -0.564
N 0.196998 3.516434 1.482910 -0.565 2.812 0.292 0.918
O 1.274209 4.140523 1.414965 -1.794 -1.936 0.089 -0.545
O -0.915595 4.100285 1.584200 2.143 -1.147 -0.220 -0.593
C -1.118621 1.464335 1.410970 1.179 0.803 -0.112 -0.481
H -0.181318 -1.837288 1.015574 -0.201 0.403 0.036 0.502
H -2.010980 2.087695 1.479323 0.409 -0.076 -0.036 0.575
C -0.349586 0.147839 -2.245497 0.214 -0.281 0.096 -1.036
N -0.345438 -1.069156 -1.428482 0.565 0.226 -0.289 0.545
C 0.757082 -1.964819 -1.786071 -0.164 0.284 -0.128 -1.042
N -1.572335 -1.763862 -1.682017 -0.271 -0.362 -0.109 -0.866
H 0.591830 0.683570 -2.070710 -0.243 -0.063 -0.058 0.341
H -0.447593 -0.084705 -3.322258 -0.013 0.067 0.297 0.268
H -1.188981 0.783850 -1.939186 0.159 -0.073 -0.048 0.328
H 1.700456 -1.427835 -1.636147 -0.147 -0.167 -0.005 0.343
H 0.733336 -2.837803 -1.121264 0.082 0.125 -0.182 0.332
H 0.688316 -2.296999 -2.838037 0.004 0.026 0.292 0.310
H -1.575699 -2.587760 -1.073857 -0.216 0.355 -0.127 0.258
H -2.342751 -1.154717 -1.400811 0.211 -0.270 0.104 0.287
```
Forces are in eV/Å.

Properties
Relative energy (zero: lowest compared OMol25 entry of this formula, charge and spin)   0.0 kcal/mol

This record from the OMol25 dataset describes a 2-piece molecular cluster, C2H4OS overall in a non-equilibrium geometry. The level of theory is ωB97M-V/def2-TZVPD.

XYZ file:
```
8
Properties=species:S:1:pos:R:3:forces:R:3:mulliken_charge:R:1
C -2.338833 0.456717 0.096154 0.642 2.289 -3.301 -0.107
C 1.542532 -0.278384 -0.021259 0.720 -0.213 -0.322 -0.218
O -2.640788 -0.669242 0.015657 -0.964 -3.167 1.674 -0.356
S 3.179978 -0.597047 0.103106 -0.889 0.279 0.170 -0.086
H -2.302666 1.171532 0.898993 -0.075 -0.091 1.394 0.261
H 1.193586 0.211990 0.915992 0.645 -0.275 -0.173 0.146
H -2.120370 0.878872 -0.905557 0.407 0.947 0.221 0.199
H 3.486564 -1.174437 -1.103083 -0.485 0.231 0.336 0.160
```
Forces are in eV/Å.

Properties
Relative energy (zero: lowest compared OMol25 entry of this formula, charge and spin)   98.3 kcal/mol

This record from the OMol25 dataset describes an isolated ion of composition C11H19N2O and charge +1 in a non-equilibrium geometry. The level of theory is ωB97M-V/def2-TZVPD.

XYZ file:
```
33
Properties=species:S:1:pos:R:3:forces:R:3:mulliken_charge:R:1
C 1.341776 2.219358 -0.865602 -0.297 -0.724 -0.522 -1.642
C 1.319428 1.091868 0.272188 -1.128 3.038 -2.585 1.284
C 1.656153 1.700327 1.602293 -1.675 0.580 0.110 -1.639
C 0.064900 0.199568 0.204507 -1.499 0.429 1.537 -0.843
C -0.961666 0.157319 -0.825154 -1.523 -1.271 0.891 -0.094
O -1.050295 0.770730 -2.012204 1.821 0.282 -1.911 -0.301
C -2.112527 0.407757 -2.655333 -2.586 -0.596 3.014 -0.318
N -2.925438 -0.285632 -1.814072 3.224 1.219 -1.162 -0.004
C -2.144472 -0.525867 -0.705986 -0.668 0.453 1.853 0.352
C -2.763029 -1.204668 0.478610 0.310 -0.889 0.798 -0.506
N -3.831783 -2.022106 -0.036950 -2.741 -1.347 1.494 -0.685
C 1.445143 -0.322846 0.047753 1.852 -4.636 -0.139 2.128
C 1.775523 -1.204843 -1.222519 1.462 -0.262 0.619 -1.764
C 2.010056 -1.216410 1.248679 -0.858 0.276 -1.083 -2.017
H 2.231158 2.840657 -0.589596 -0.935 -0.239 -0.871 0.512
H 0.370625 2.815258 -0.897374 1.360 -0.438 0.786 0.309
H 1.349161 1.860354 -1.953240 0.671 0.122 1.591 0.236
H 2.475039 1.239136 2.056661 1.456 -0.627 0.667 0.349
H 0.783353 1.473867 2.216720 0.225 0.437 0.530 0.359
H 1.820719 2.792869 1.582257 -0.202 -0.622 -0.156 0.442
H -0.506277 0.015622 1.168787 1.181 0.146 -0.991 0.321
H -2.433614 0.846791 -3.530530 -0.156 0.793 -1.853 0.471
H -3.919959 -0.445323 -1.860509 -0.151 -0.569 -0.243 0.286
H -2.027424 -1.781868 1.053225 0.373 0.000 -0.422 0.374
H -3.150119 -0.546202 1.277702 -0.051 0.323 -0.815 0.393
H -4.516827 -2.404753 0.731027 1.988 1.065 -2.013 0.268
H -3.515779 -2.817486 -0.594420 0.039 0.228 0.426 0.210
H 1.073830 -2.022911 -1.233407 -0.859 -0.087 -0.054 0.488
H 2.715790 -1.852518 -1.016257 -1.017 1.775 -0.615 0.414
H 1.801454 -0.768161 -2.235198 0.115 0.150 0.615 0.297
H 2.962006 -0.820295 1.517869 0.935 0.166 0.104 0.461
H 2.159761 -2.274714 0.922812 -0.391 0.924 0.403 0.471
H 1.410510 -1.163336 2.152302 -0.277 -0.099 -0.003 0.387
```
Forces are in eV/Å.

Properties
Net charge   +1
Relative energy (zero: lowest compared OMol25 entry of this formula, charge and spin)   88.1 kcal/mol
Structure (SMILES)   CC1(C)C(c2oc[nH+]c2CN)C1(C)C

This record from the OMol25 dataset describes the molecule C4H7N3O in a non-equilibrium geometry. The level of theory is ωB97M-V/def2-TZVPD.

XYZ file:
```
15
Properties=species:S:1:pos:R:3:forces:R:3:mulliken_charge:R:1
C 2.190264 -0.931478 0.060826 0.330 1.133 4.069 -0.771
N 0.738539 -0.639369 0.055919 0.940 -0.592 0.250 -0.380
C 0.203709 0.496480 0.022887 1.131 0.811 -1.584 0.580
C 1.115618 1.668804 -0.191258 -1.646 -0.326 0.965 0.036
N 1.848421 2.549154 -0.210395 0.272 0.117 -0.220 -0.371
N -1.154009 0.593524 -0.334254 -2.114 -0.999 1.702 0.019
C -2.017231 -0.692987 -0.246487 -0.097 1.515 -0.618 -0.818
O -1.987769 1.656582 0.232934 1.645 -0.030 -3.565 -0.422
H 2.468965 -1.474964 -0.761112 0.367 -1.034 -2.491 0.318
H 2.228720 -1.719149 0.873979 0.397 0.980 -0.623 0.285
H 3.075804 -0.137025 0.288078 -2.632 -1.228 -0.541 0.263
H -1.664413 -1.394245 -0.977690 0.400 -0.121 -0.549 0.363
H -2.975557 -0.225818 -0.671048 0.999 -1.299 1.278 0.303
H -2.034250 -1.330514 0.709315 -0.158 1.738 -0.894 0.273
H -2.036818 1.581006 1.148306 0.165 -0.666 2.821 0.323
```
Forces are in eV/Å.

Properties
Relative energy (zero: lowest compared OMol25 entry of this formula, charge and spin)   106.7 kcal/mol
Structure (SMILES)   C/N=C(\C#N)N(C)O

This record from the OMol25 dataset describes a 2-piece molecular cluster, C17H23IN2O5S overall in a non-equilibrium geometry. The level of theory is ωB97M-V/def2-TZVPD.

XYZ file:
```
49
Properties=species:S:1:pos:R:3:forces:R:3:mulliken_charge:R:1
C 0.618965 2.162888 -4.957867 0.272 0.022 0.270 -0.476
O 0.905946 1.456643 -6.156362 -0.094 -0.283 0.544 -0.414
C 1.417534 0.142333 -5.839143 -0.198 0.812 -0.454 -0.402
C 2.963224 0.230389 -5.838012 -0.425 -0.501 0.270 -0.477
C 3.673048 -0.658533 -4.779484 0.437 0.250 0.168 -1.407
C 3.094240 -0.504760 -3.376679 0.874 0.964 -0.647 0.867
C 3.460329 0.697315 -2.655620 -0.702 -1.280 -0.210 -0.726
C 2.937099 0.861866 -1.413392 0.234 0.789 0.219 -0.556
C 2.043390 -0.081876 -0.823971 0.211 0.595 0.286 0.157
N 1.565207 0.190114 0.428277 -0.303 -0.935 -0.357 -0.470
C 0.769159 -0.742001 0.903659 -0.040 0.230 0.519 0.946
C 0.220217 -0.543631 2.316790 0.449 0.742 -0.544 -1.243
C -1.240871 -0.013592 2.366656 -0.081 -1.302 0.049 0.003
C -2.201860 -0.636279 1.335661 -0.175 0.637 0.130 -1.398
I -1.277690 2.133160 2.184228 -0.056 -0.247 0.080 0.069
C 0.431056 -1.920090 0.158680 -0.498 -0.526 0.203 -0.443
N 0.843484 -2.208421 -1.053826 0.345 1.151 1.138 -0.611
C 1.692244 -1.244110 -1.523931 0.435 -0.362 -1.517 0.513
C 2.259952 -1.422095 -2.826695 -0.201 -0.275 0.092 -0.365
H 0.605892 3.239134 -5.172706 -0.268 -0.332 -0.043 0.283
H -0.332571 1.815521 -4.511499 0.225 0.283 -0.240 0.261
H 1.400900 2.003180 -4.187253 -0.174 0.031 -0.331 0.118
H 1.010649 -0.513171 -6.624038 0.357 0.014 0.288 0.324
H 0.983106 -0.157837 -4.872819 0.329 -0.141 -0.243 0.253
H 3.317263 -0.018817 -6.849907 0.077 0.138 0.365 0.363
H 3.220668 1.285378 -5.648606 -0.109 -0.352 -0.036 0.312
H 3.742994 -1.717310 -5.071524 -0.310 0.302 0.035 0.423
H 4.716426 -0.296104 -4.717972 -0.300 -0.276 -0.137 0.367
H 4.132190 1.425430 -3.112403 -0.182 -0.199 0.185 0.407
H 3.199744 1.762387 -0.850356 -0.254 -0.407 0.055 0.407
H 0.854825 0.233296 2.771165 -0.093 -0.452 -0.048 0.463
H 0.374160 -1.466115 2.898914 -0.481 0.177 -0.174 0.394
H -1.638844 -0.278044 3.358353 0.155 0.571 -0.230 0.144
H -1.985086 -0.305242 0.309095 0.110 -0.241 0.293 0.428
H -3.217608 -0.277690 1.564889 0.276 -0.319 -0.072 0.450
H -2.177313 -1.734727 1.394124 -0.047 0.330 0.005 0.279
H -0.238390 -2.643492 0.639731 0.254 0.208 -0.195 0.372
H 2.021326 -2.317426 -3.406079 -0.098 0.178 0.356 0.378
O -3.477608 -2.035032 5.663553 0.076 -0.031 -0.298 -0.555
S -4.097719 -0.768972 5.510555 0.049 0.380 0.522 1.154
O -4.769196 -0.388686 4.322590 -0.015 -0.229 -0.103 -0.521
O -3.016278 0.366800 5.885246 -0.208 -0.497 0.138 -0.262
C -3.514796 1.176985 6.954982 -0.275 0.474 -0.012 -0.320
C -4.429353 0.263738 7.742849 0.392 -0.179 0.391 -0.379
O -5.088564 -0.530660 6.753258 0.060 0.270 -0.437 -0.302
H -4.064659 2.014670 6.520557 0.000 -0.004 0.037 0.288
H -2.693121 1.557763 7.556851 0.141 -0.143 -0.157 0.297
H -5.154642 0.811901 8.338640 -0.177 -0.096 -0.180 0.311
H -3.859065 -0.406180 8.390840 0.007 0.059 0.026 0.298
```
Forces are in eV/Å.

Properties
Structure (SMILES)   COCCCc1ccc2nc(C[C@H](C)I)cnc2c1.O=S1(=O)OCCO1

This record from the OMol25 dataset describes the molecule C4H12N2 in a non-equilibrium geometry. The level of theory is ωB97M-V/def2-TZVPD.

XYZ file:
```
18
Properties=species:S:1:pos:R:3:forces:R:3:mulliken_charge:R:1
C 0.222302 -1.796336 -1.076425 0.851 0.404 1.759 -0.936
N -0.128857 -0.656759 -0.230433 -2.324 -0.022 -0.306 0.062
C -0.471422 -1.104542 1.164195 2.976 -0.201 -2.147 -1.110
C 0.650596 0.529688 -0.426550 0.655 0.394 0.956 -0.856
C 0.285837 1.779232 0.442846 -0.041 -1.360 -2.493 -0.473
N -1.048686 2.248573 0.079153 -0.468 0.259 0.488 -0.653
H -0.620754 -2.475240 -1.210706 -0.066 0.253 -0.393 0.251
H 1.002213 -2.397071 -0.529032 -0.166 0.191 -0.630 0.336
H 0.660888 -1.390579 -1.980249 -0.172 -0.366 -0.384 0.365
H -0.752862 -2.136971 1.043567 -0.728 -0.239 0.232 0.371
H 0.575682 -1.187482 1.494463 -0.386 0.060 1.645 0.449
H -1.150008 -0.538987 1.789340 0.058 0.357 -0.247 0.224
H 0.562326 0.905248 -1.464285 -0.215 -0.451 0.216 0.464
H 1.758390 0.448452 -0.289849 -0.215 -0.659 0.135 0.275
H 1.039483 2.387752 -0.066613 -0.138 1.044 1.010 0.321
H 0.463838 1.663631 1.506942 -0.097 0.117 0.010 0.367
H -1.789614 1.800888 0.608196 0.278 0.035 0.406 0.276
H -1.259348 1.920499 -0.854567 0.198 0.184 -0.256 0.268
```
Forces are in eV/Å.

Properties
Relative energy (zero: lowest compared OMol25 entry of this formula, charge and spin)   41.2 kcal/mol
Structure (SMILES)   CN(C)CCN

no.,E_tot (eV),HOMO-LUMO gap (eV)
1,-26616.0997,6.28
2,-15017.2018,8.66
3,-16733.8367,8.84
4,-10775.1189,10.19
5,-50154.3067,8.88
6,-7321.2423,9.09